No. 1
Entry from OMol25: a molecular structure, C18H20BrCl12F20InNO2S2 at a distorted geometry (ωB97M-V with the def2-TZVPD basis set).

Positions of all 77 atoms, in Å:
C1 -0.091 1.741 3.179
N1 1.118 1.189 2.473
C2 1.002 1.558 0.998
In1 0.463 -0.361 -0.064
C3 2.366 -1.407 -0.788
C4 3.219 -0.479 -1.767
C5 4.552 -1.148 -2.360
Br1 5.336 -2.589 -1.249
C6 -0.570 -1.671 1.464
C7 -2.126 -1.358 1.663
C8 -3.002 -2.706 1.551
F1 -2.618 -3.476 2.705
F2 -2.631 -3.477 0.438
C9 -4.572 -2.449 1.702
F3 -4.746 -1.216 2.340
F4 -5.069 -3.445 2.597
C10 -5.388 -2.570 0.307
F5 -4.656 -1.795 -0.609
F6 -5.402 -3.934 0.016
C11 -6.815 -1.885 0.466
F7 -6.604 -0.491 0.332
F8 -7.391 -2.046 1.740
S1 -8.117 -2.354 -0.804
F9 -8.223 -0.762 -1.338
F10 -7.018 -2.708 -1.982
F11 -8.237 -3.912 -0.266
F12 -9.307 -1.942 0.320
F13 -9.319 -2.713 -1.898
S2 -1.140 -0.088 -1.985
O1 -1.158 -1.428 -2.715
O2 -2.577 0.155 -1.536
C12 -0.717 1.268 -3.209
F14 -1.067 0.763 -4.500
F15 0.679 1.536 -3.297
C13 -1.550 2.626 -3.047
F16 -1.071 3.498 -4.072
F17 -2.923 2.467 -3.330
C14 -1.303 3.408 -1.678
F18 -1.802 4.724 -1.863
F19 -1.982 2.895 -0.584
F20 0.065 3.583 -1.402
H1 -1.052 1.544 2.579
H2 -0.036 2.876 3.309
H3 -0.202 1.262 4.213
H4 1.949 1.642 2.880
H5 0.153 2.313 0.934
H6 2.003 2.006 0.671
H7 2.104 -2.392 -1.306
H8 2.964 -1.696 0.145
H9 2.546 -0.258 -2.671
H10 3.489 0.483 -1.231
H11 5.306 -0.299 -2.512
H12 4.333 -1.537 -3.415
H13 -0.019 -1.498 2.454
H14 -0.353 -2.757 1.186
H15 -2.538 -0.525 1.014
H16 -2.266 -1.009 2.749
C15 7.870 -0.711 -5.061
Cl1 6.609 -1.834 -5.588
Cl2 7.184 0.563 -4.043
Cl3 9.150 -1.574 -4.198
H17 8.304 -0.246 -5.943
C16 9.690 3.930 -4.031
Cl4 10.938 2.985 -3.208
Cl5 9.336 3.241 -5.622
Cl6 8.223 4.015 -3.047
H18 10.065 4.941 -4.174
C17 -0.108 -2.859 5.447
Cl7 1.109 -1.729 4.838
Cl8 -1.679 -2.058 5.597
Cl9 -0.229 -4.277 4.395
H19 0.201 -3.192 6.434
C18 1.029 4.311 5.959
Cl10 -0.363 4.421 4.874
Cl11 2.069 2.953 5.509
Cl12 1.946 5.824 5.950
H20 0.662 4.140 6.968

Properties
Total charge: -1
Calculated total energy in hartree: -11983.030872

=====

No. 2
Entry from OMol25: C4H7NOS2 in the gas phase at a distorted geometry (ωB97M-V with the def2-TZVPD basis set).

Positions of all 15 atoms, in Å:
C1 -3.674 -0.078 -0.016
C2 -2.013 0.440 0.112
S1 -0.956 -1.011 0.118
C3 0.745 -0.440 0.057
S2 2.193 -1.359 -0.144
C4 0.914 1.062 -0.140
N1 1.963 1.685 0.595
O1 0.238 1.782 -0.775
H1 -4.276 0.889 -0.405
H2 -4.039 -0.205 1.234
H3 -3.826 -0.932 -0.691
H4 -1.711 1.257 -0.616
H5 -1.912 0.797 1.251
H6 2.794 1.274 0.825
H7 1.707 2.892 0.774

Properties
SMILES: CCSC(=S)C(N)=O
Calculated total energy in hartree: -1082.866203
Relative energy (zero: lowest compared OMol25 entry of this formula, charge and spin) in eV: 3.5001

=====

No. 3
Entry from OMol25: a molecular structure, C25H19AsO10PS3Zr at a distorted geometry (ωB97M-V with the def2-TZVPD basis set).

Positions of all 60 atoms, in Å:
Zr1 -0.982 -0.130 0.063
O1 -1.291 -1.592 -2.031
C1 -1.039 -2.680 -1.798
C2 0.645 -2.782 0.944
C3 0.019 -3.998 1.236
C4 0.525 -4.825 2.226
C5 1.659 -4.463 2.944
C6 2.292 -3.260 2.651
C7 1.803 -2.423 1.661
P1 2.417 -0.778 1.185
C8 3.716 -0.472 2.446
C9 5.028 -0.934 2.359
C10 5.938 -0.668 3.373
C11 5.545 0.056 4.491
C12 4.242 0.522 4.586
C13 3.337 0.266 3.566
C14 3.447 -1.173 -0.285
C15 4.188 -0.142 -0.863
C16 4.956 -0.373 -1.993
C17 4.982 -1.632 -2.577
C18 4.233 -2.659 -2.021
C19 3.472 -2.431 -0.881
H1 -0.868 -4.269 0.675
H2 0.026 -5.762 2.444
H3 2.045 -5.110 3.721
H4 3.176 -2.966 3.207
H5 5.338 -1.501 1.490
H6 6.956 -1.030 3.291
H7 6.257 0.264 5.281
H8 3.933 1.099 5.449
H9 2.324 0.651 3.621
H10 4.140 0.850 -0.433
H11 5.522 0.441 -2.430
H12 5.574 -1.810 -3.466
H13 4.239 -3.643 -2.474
H14 2.895 -3.240 -0.453
O2 -4.937 1.269 -0.398
As1 -3.311 1.993 -0.252
O3 -2.824 1.132 1.365
O4 -2.433 0.798 -1.058
C20 -3.667 0.714 2.328
C21 -4.682 1.517 2.838
C22 -5.488 1.043 3.861
C23 -5.299 -0.226 4.395
C24 -4.292 -1.029 3.884
C25 -3.488 -0.564 2.857
S1 -2.251 -1.650 2.158
O5 -0.986 -0.795 2.194
O6 -2.609 -1.613 0.669
O7 0.187 -1.982 -0.018
H15 -4.830 0.323 -0.576
H16 -4.828 2.509 2.430
H17 -6.273 1.680 4.249
H18 -5.931 -0.583 5.197
H19 -4.123 -2.027 4.272
O8 -0.274 3.140 -1.186
S2 0.519 2.181 -0.455
O9 -0.266 1.721 0.799
O10 0.524 0.818 -1.167
S3 2.279 2.779 0.015

Properties
Total charge: -1
Calculated total energy in hartree: -5535.570845
Relative energy (zero: lowest compared OMol25 entry of this formula, charge and spin) in eV: 0.0000

=====

No. 4
Entry from OMol25: a molecular structure, C20H21N2O7PRhS4 at a distorted geometry (ωB97M-V with the def2-TZVPD basis set).

Positions of all 56 atoms, in Å:
Rh1 0.571 1.327 0.171
O1 -1.722 6.004 -2.395
C1 -0.967 5.134 -1.682
C2 0.209 4.586 -2.196
C3 0.862 3.650 -1.427
N1 0.379 3.290 -0.248
C4 -0.677 3.878 0.302
C5 -1.401 4.819 -0.390
C6 -0.901 3.357 1.713
O2 -1.640 3.963 2.470
O3 -0.210 2.300 1.972
C7 2.163 2.916 -1.727
O4 2.900 3.355 -2.597
O5 2.361 1.910 -0.954
H1 -1.352 6.093 -3.280
H2 0.611 4.856 -3.164
H3 -2.270 5.282 0.054
S1 -0.109 0.726 -2.128
C8 -1.554 0.748 -1.227
N2 -1.401 0.872 0.060
C9 -2.608 0.878 0.766
C10 -2.786 0.943 2.144
C11 -4.077 0.934 2.633
C12 -5.180 0.839 1.781
C13 -5.009 0.748 0.413
C14 -3.712 0.769 -0.086
S2 -3.198 0.642 -1.750
H4 -1.927 1.016 2.792
H5 -4.234 1.008 3.701
H6 -6.181 0.824 2.195
H7 -5.858 0.657 -0.253
C15 2.097 -3.457 3.128
C16 2.630 -3.795 1.749
C17 3.881 -3.016 1.389
O6 1.644 -3.645 0.701
P1 0.407 -2.635 0.558
S3 -1.146 -3.131 1.590
S4 1.190 -0.811 0.941
O7 0.089 -2.799 -1.000
C18 0.983 -2.915 -2.133
C19 2.211 -2.028 -2.064
C20 1.345 -4.379 -2.322
H8 2.833 -3.772 3.871
H9 1.154 -3.968 3.318
H10 1.930 -2.384 3.231
H11 2.857 -4.863 1.713
H12 3.700 -1.944 1.451
H13 4.204 -3.256 0.375
H14 4.683 -3.282 2.081
H15 0.352 -2.590 -2.963
H16 2.831 -2.278 -1.205
H17 1.947 -0.978 -1.987
H18 2.797 -2.178 -2.974
H19 1.994 -4.715 -1.514
H20 1.860 -4.513 -3.275
H21 0.444 -4.994 -2.319

Properties
Total charge: -1
Calculated total energy in hartree: -3455.843379
Relative energy (zero: lowest compared OMol25 entry of this formula, charge and spin) in eV: 1.1384

=====

No. 5
Entry from OMol25: 10 unconnected molecules or ions with the total composition C41H109N13O15 at a distorted geometry (ωB97M-V with the def2-TZVPD basis set).

Positions of all 178 atoms, in Å:
C1 -2.123 -5.963 6.351
O1 -1.760 -5.493 5.111
C2 -2.165 -4.172 4.781
C3 -2.091 -4.020 3.270
C4 -3.273 -4.719 2.591
N1 -0.728 -4.378 2.715
H1 -2.121 -7.059 6.316
H2 -3.117 -5.713 6.655
H3 -1.436 -5.726 7.139
H4 -3.221 -3.931 5.061
H5 -1.486 -3.451 5.232
H6 -2.226 -2.940 3.099
H7 -3.132 -5.787 2.630
H8 -3.282 -4.387 1.540
H9 -4.271 -4.526 2.977
H10 -0.248 -3.487 2.870
H11 -0.374 -5.099 3.303
C5 2.263 -2.930 4.275
O2 2.044 -2.049 3.158
C6 3.259 -1.782 2.317
C7 3.863 -0.529 2.850
C8 2.891 0.644 2.990
N2 4.993 -0.101 2.043
H12 1.343 -3.248 4.729
H13 2.882 -2.595 5.130
H14 2.831 -3.783 3.878
H15 3.922 -2.625 2.372
H16 2.908 -1.676 1.262
H17 4.298 -0.718 3.843
H18 2.075 0.541 3.780
H19 2.327 0.685 2.050
H20 3.368 1.594 3.193
H21 5.305 0.755 2.425
H22 4.642 0.100 1.115
C9 -1.342 6.412 2.033
O3 -1.915 5.328 1.323
C10 -0.927 4.558 0.572
C11 -1.592 4.211 -0.772
N3 -2.755 3.394 -0.585
C12 -3.592 3.139 -1.687
C13 -3.244 2.034 -2.574
O4 -2.070 2.110 -3.454
C14 -2.195 3.061 -4.492
H23 -0.767 6.015 2.867
H24 -2.157 6.933 2.543
H25 -0.745 7.093 1.416
H26 -0.702 3.604 1.042
H27 -0.031 5.130 0.427
H28 -0.924 3.762 -1.466
H29 -1.830 5.216 -1.122
H30 -3.335 3.949 0.155
H31 -3.511 4.047 -2.271
H32 -4.611 2.958 -1.381
H33 -4.136 1.735 -3.092
H34 -3.013 1.193 -1.831
H35 -2.239 4.108 -4.047
H36 -2.867 2.843 -5.258
H37 -1.160 3.060 -4.961
C15 -6.341 -2.239 0.125
O5 -5.501 -2.209 1.230
C16 -4.447 -1.241 1.112
C17 -4.901 0.161 1.310
N4 -5.888 0.640 0.277
C18 -6.195 2.074 0.288
C19 -7.181 2.173 -0.901
O6 -6.743 1.705 -2.145
C20 -7.483 0.719 -2.854
H38 -7.186 -1.587 0.359
H39 -6.708 -3.268 -0.006
H40 -5.872 -1.928 -0.811
H41 -3.954 -1.341 0.114
H42 -3.689 -1.539 1.879
H43 -4.105 0.882 1.433
H44 -5.495 0.188 2.296
H45 -5.308 0.712 -0.592
H46 -5.297 2.746 0.321
H47 -6.848 2.330 1.155
H48 -7.277 3.235 -1.166
H49 -8.225 1.761 -0.726
H50 -8.334 1.139 -3.334
H51 -7.753 -0.146 -2.220
H52 -6.786 0.301 -3.602
C21 1.532 3.009 -3.132
O7 2.045 3.969 -2.213
C22 2.440 3.358 -0.976
C23 2.951 4.536 -0.093
N5 3.635 4.076 1.119
C24 3.851 5.040 2.114
C25 5.253 5.013 2.793
O8 5.587 3.729 3.106
C26 6.880 3.443 3.510
H53 2.216 2.237 -3.436
H54 1.377 3.521 -4.064
H55 0.584 2.473 -2.817
H56 3.278 2.686 -1.118
H57 1.624 2.817 -0.470
H58 2.183 5.217 0.147
H59 3.743 5.077 -0.667
H60 4.489 3.584 0.897
H61 3.102 4.929 2.887
H62 3.838 6.098 1.812
H63 5.285 5.680 3.651
H64 6.050 5.374 2.076
H65 7.562 4.384 3.288
H66 7.259 2.554 2.951
H67 6.849 3.255 4.601
C27 3.053 -0.680 -1.512
O9 4.351 -0.859 -0.961
C28 5.096 -1.789 -1.798
C29 6.484 -1.933 -1.214
N6 6.456 -2.621 0.020
C30 7.662 -2.499 0.818
C31 8.732 -3.396 0.253
O10 9.670 -3.592 1.235
C32 10.635 -4.632 0.949
H68 2.411 -0.091 -0.816
H69 2.528 -1.600 -1.728
H70 3.146 -0.071 -2.410
H71 5.151 -1.396 -2.819
H72 4.594 -2.739 -1.953
H73 7.062 -0.971 -1.174
H74 6.979 -2.546 -1.950
H75 5.650 -2.330 0.585
H76 7.484 -2.881 1.805
H77 8.004 -1.503 0.878
H78 9.203 -2.939 -0.706
H79 8.213 -4.269 -0.129
H80 11.087 -4.858 1.885
H81 11.373 -4.298 0.259
H82 10.124 -5.486 0.498
C33 -5.664 -1.329 -7.167
O11 -4.915 -0.687 -6.181
C34 -3.817 -1.480 -5.652
C35 -2.748 -0.436 -5.267
N7 -1.603 -0.903 -4.555
C36 -0.840 -1.896 -5.265
C37 0.599 -1.934 -4.661
O12 1.487 -2.601 -5.530
C38 2.763 -2.736 -4.909
H83 -6.387 -0.618 -7.611
H84 -6.143 -2.231 -6.803
H85 -4.966 -1.700 -7.908
H86 -3.456 -2.140 -6.432
H87 -4.273 -2.057 -4.845
H88 -3.363 0.347 -4.839
H89 -2.539 0.148 -6.194
H90 -1.031 -0.102 -4.348
H91 -0.788 -1.726 -6.354
H92 -1.279 -2.874 -5.278
H93 0.510 -2.356 -3.642
H94 0.957 -0.959 -4.533
H95 3.309 -3.555 -5.400
H96 2.722 -2.870 -3.788
H97 3.324 -1.774 -5.191
N8 -1.927 -3.021 -2.226
C39 -1.211 -2.858 -1.102
N9 -0.945 -4.023 -0.389
O13 -0.828 -1.754 -0.683
H98 -2.024 -2.282 -2.951
H99 -2.024 -3.958 -2.603
H100 -0.563 -4.006 0.561
H101 -1.490 -4.855 -0.678
N10 -0.270 -0.588 2.033
C40 -0.914 0.595 1.800
N11 -1.456 0.660 0.597
O14 -1.051 1.523 2.619
H102 0.414 -0.620 2.785
H103 -0.284 -1.290 1.225
H104 -1.491 -0.062 -0.097
H105 -1.933 1.533 0.403
N12 -2.147 2.479 5.269
C41 -2.937 3.446 4.618
N13 -3.071 3.389 3.237
O15 -3.532 4.241 5.365
H106 -2.146 2.518 6.324
H107 -1.719 1.663 4.783
H108 -3.618 4.157 2.853
H109 -2.436 2.908 2.650

Properties
SMILES: COC[C@H](C)N.COC[C@H](C)N.COCCNCCOC.COCCNCCOC.COCCNCCOC.COCCNCCOC.COCCNCCOC.NC(N)=O.NC(N)=O.NC(N)=O
Calculated total energy in hartree: -3467.706187
Relative energy (zero: lowest compared OMol25 entry of this formula, charge and spin) in eV: 2.7444

=====

No. 6
Entry from OMol25: a molecular structure, C26H28IN10O2STi (ωB97M-V with the def2-TZVPD basis set).

Positions of all 69 atoms, in Å:
Ti1 0.531 -0.035 0.407
C1 1.605 -4.147 -0.878
C2 2.309 -3.083 -1.662
N1 3.040 -3.427 -2.711
C3 3.704 -2.501 -3.403
C4 3.684 -1.144 -3.118
C5 4.470 -0.177 -3.971
O1 5.185 0.731 -3.144
C6 2.888 -0.745 -2.030
C7 2.807 0.641 -1.624
N2 2.004 1.143 -0.735
C8 2.136 2.561 -0.533
C9 2.301 3.448 -1.588
C10 2.453 4.803 -1.333
C11 2.436 5.285 -0.032
C12 2.253 4.412 1.035
C13 2.099 3.070 0.756
I1 1.832 1.672 2.290
C14 2.220 -1.734 -1.313
O2 1.497 -1.364 -0.226
H1 1.795 -5.112 -1.339
H2 0.527 -3.972 -0.852
H3 1.964 -4.173 0.153
H4 4.296 -2.872 -4.232
H5 3.787 0.379 -4.623
H6 5.137 -0.744 -4.619
H7 6.084 0.843 -3.471
H8 3.518 1.312 -2.102
H9 2.297 3.087 -2.610
H10 2.584 5.488 -2.159
H11 2.562 6.341 0.162
H12 2.238 4.782 2.051
N3 1.887 -1.257 3.420
C15 0.546 -1.331 3.381
N4 -0.083 -1.641 4.490
C16 -1.405 -1.814 4.406
N5 -2.102 -1.999 5.505
N6 -2.077 -1.866 3.211
C17 -1.385 -1.516 2.181
N7 -0.087 -1.074 2.183
C18 -1.967 -1.676 0.831
C19 -3.106 -2.418 0.587
C20 -3.472 -2.646 -0.733
C21 -2.692 -2.119 -1.753
C22 -1.585 -1.357 -1.425
N8 -1.230 -1.141 -0.153
H13 2.316 -1.544 4.290
H14 2.418 -1.434 2.581
H15 -1.635 -2.021 6.399
H16 -3.085 -2.213 5.453
H17 -3.657 -2.831 1.420
H18 -4.343 -3.246 -0.963
H19 -2.929 -2.296 -2.793
H20 -0.962 -0.910 -2.190
S1 -0.733 1.784 -0.512
C23 -2.391 1.590 0.034
N9 -2.666 1.568 1.331
C24 -4.051 1.519 1.840
C25 -4.976 2.185 0.835
C26 -4.791 1.555 -0.533
N10 -3.351 1.512 -0.860
H21 -1.925 1.848 1.954
H22 -4.068 2.029 2.800
H23 -4.328 0.475 2.003
H24 -4.764 3.254 0.789
H25 -6.011 2.067 1.150
H26 -5.284 2.140 -1.307
H27 -5.188 0.539 -0.567
H28 -3.076 1.515 -1.831

Properties
Total charge: +3
Calculated total energy in hartree: -3250.296763
Relative energy (zero: lowest compared OMol25 entry of this formula, charge and spin) in eV: 0.3778

=====

No. 7
Entry from OMol25: 2 unconnected molecules or ions with the total composition C2H6N4S at a distorted geometry (ωB97M-V with the def2-TZVPD basis set).

Positions of all 13 atoms, in Å:
H1 -2.071 0.743 -0.534
N1 -1.760 1.685 -0.382
N2 -0.780 1.874 0.265
N3 0.395 1.738 0.546
S1 1.614 2.072 1.453
H2 -0.123 -0.532 -2.501
N4 -0.295 -0.740 -1.523
C1 0.603 -0.738 -0.622
C2 0.142 -1.295 0.764
H3 1.620 -0.523 -0.738
H4 0.960 -2.015 1.058
H5 -0.789 -1.806 0.761
H6 0.485 -0.464 1.454

Properties
SMILES: [H]/N=N\N=S.[H]/N=C/C
Calculated total energy in hartree: -696.824104
Relative energy (zero: lowest compared OMol25 entry of this formula, charge and spin) in eV: 5.4956

=====

No. 8
Entry from OMol25: 2 unconnected molecules or ions with the total composition C6H13NO at a distorted geometry (ωB97M-V with the def2-TZVPD basis set).

Positions of all 21 atoms, in Å:
C1 1.235 0.912 2.613
C2 -0.045 0.826 2.193
C3 -0.629 -0.201 1.256
C4 -0.341 0.109 -0.250
C5 -1.103 1.229 -0.957
C6 0.654 -0.623 -0.752
N1 1.590 -0.264 -1.743
H1 1.496 1.785 3.187
H2 2.074 0.130 2.332
H3 -0.796 1.554 2.537
H4 -0.459 -1.179 1.470
H5 -1.786 -0.014 1.345
H6 -0.934 1.364 -2.100
H7 -2.137 1.256 -0.781
H8 -0.671 2.233 -0.491
H9 0.808 -1.698 -0.405
H10 1.530 0.659 -1.965
H11 1.648 -0.843 -2.695
O1 -0.694 -2.288 -1.990
H12 -0.148 -2.983 -1.458
H13 -1.292 -1.963 -1.345

Properties
SMILES: C=CC/C(C)=C/N.O
Calculated total energy in hartree: -366.284499
Relative energy (zero: lowest compared OMol25 entry of this formula, charge and spin) in eV: 4.0655